Entry 1:
A 2-piece molecular cluster, CF2NPS overall, computed with wB97M-V/def2-TZVPD.

Structure (XYZ):
```
6
Properties=species:S:1:pos:R:3:nbo_charge:R:1
C 1.573 -0.516 0.096 -0.2440
N 2.575 0.069 0.135 -0.1448
F -0.260 -1.796 1.532 -0.5521
F -1.927 2.605 -0.919 -0.4760
P 0.030 -1.289 -0.020 1.1197
S -1.991 0.926 -0.823 0.2973
```

Its total energy is -28082.5683 eV. The relative energy (zero: lowest compared OMol25 entry of this formula, charge and spin) comes out at 474.08 kJ/mol. The highest occupied orbital energy (spin up / spin down) is -0.3510 / -0.3512 hartree. The value obtained for the orbital gap (spin up / spin down) is 5.93 / 5.93 eV. Its multiplicity is 1.


Entry 2:
A 2-piece molecular cluster, C4H13Cl3N2O2PS overall, computed with wB97M-V/def2-TZVPD.

Structure (XYZ):
```
26
Properties=species:S:1:pos:R:3:nbo_charge:R:1
N 0.054 -1.302 0.721 -1.2630
P -0.486 -1.412 -0.752 1.9874
O -2.083 -1.938 -0.727 -0.9319
O 0.361 -2.555 -1.636 -0.8756
S -0.473 0.439 -1.869 0.2271
C 0.460 1.761 -0.983 -0.5014
C 2.013 1.693 -1.179 -0.4410
C 2.670 1.008 0.084 -0.2216
N 4.123 0.780 -0.116 -0.8195
H -0.722 -1.578 1.333 0.4076
H -2.484 -1.371 -0.026 0.5125
H 0.599 -2.122 -2.476 0.5046
H -1.791 0.852 -1.876 0.2466
H 0.173 1.749 0.091 0.2724
H 0.091 2.730 -1.406 0.2795
H 2.344 1.162 -2.097 0.2266
H 2.431 2.729 -1.207 0.2575
H 2.199 -0.013 0.150 0.1789
H 2.428 1.527 1.033 0.2085
H 4.510 0.449 0.770 0.3725
H 4.201 -0.037 -0.723 0.3506
C -4.199 -0.844 2.641 -0.2862
Cl -5.093 -1.560 1.296 0.0319
Cl -3.591 -2.095 3.724 0.0539
Cl -2.862 0.150 2.032 -0.0225
H -4.873 -0.203 3.199 0.2447
```

Its total energy is -69117.8186 eV. The net charge is +1. The highest occupied orbital energy is -0.4569 hartree. The value obtained for the orbital gap is 8.03 eV. Its multiplicity is 1.


Entry 3:
C18H26N2O6S in the gas phase, computed with wB97M-V/def2-TZVPD.

Structure (XYZ):
```
53
Properties=species:S:1:pos:R:3:nbo_charge:R:1
C -7.108 -1.580 -0.912 -0.2542
H -7.698 -0.721 -0.576 0.1766
O -5.878 -1.660 -0.230 -0.5018
C -5.003 -0.631 -0.347 0.3579
C -5.207 0.517 -1.107 -0.2962
C -4.242 1.507 -1.138 -0.2182
C -3.049 1.395 -0.429 0.2912
C -2.841 0.229 0.310 -0.3675
C -3.801 -0.759 0.351 -0.2345
H -3.603 -1.653 0.920 0.2546
S -1.334 -0.121 1.229 2.3202
O -1.272 -1.546 1.418 -0.9529
O -1.286 0.682 2.422 -0.9504
N -0.153 0.449 0.198 -0.6747
C 1.105 0.786 0.825 -0.2379
C 1.906 -0.470 1.171 -0.4081
H 2.837 -0.184 1.663 0.2049
H 1.313 -1.070 1.865 0.2271
C 2.173 -1.300 -0.096 -0.3073
C 3.140 -0.571 -1.026 0.6958
O 2.768 0.043 -2.009 -0.6512
N 4.460 -0.642 -0.721 -0.4439
C 5.107 -1.276 0.406 -0.2448
H 4.395 -1.778 1.055 0.2189
C 5.879 -0.215 1.205 -0.0748
O 6.811 0.458 0.396 -0.5208
C 6.175 1.084 -0.697 -0.0767
H 6.965 1.565 -1.275 0.1993
C 5.420 0.064 -1.552 -0.2599
H 4.875 0.557 -2.357 0.2545
H 6.129 -0.658 -1.972 0.1937
H 5.472 1.849 -0.333 0.1656
H 6.451 -0.682 2.008 0.1986
H 5.167 0.507 1.637 0.1615
H 5.823 -2.015 0.023 0.1998
H 2.618 -2.261 0.183 0.2206
C 0.838 -1.595 -0.794 -0.4099
C 0.005 -0.329 -1.011 -0.2433
H -0.995 -0.594 -1.359 0.2141
H 0.486 0.310 -1.755 0.2432
H 1.023 -2.065 -1.760 0.2211
H 0.268 -2.281 -0.165 0.2336
H 0.871 1.349 1.730 0.2367
H 1.660 1.423 0.131 0.2122
O -2.128 2.393 -0.572 -0.5145
C -1.804 3.142 0.591 -0.2612
H -1.573 2.504 1.443 0.2092
H -0.932 3.735 0.324 0.1916
H -2.635 3.809 0.849 0.1704
H -4.397 2.395 -1.731 0.2284
H -6.113 0.656 -1.676 0.2231
H -7.639 -2.498 -0.668 0.2038
H -6.964 -1.523 -1.996 0.1759
```

Its total energy is -45187.1588 eV. The relative energy (zero: lowest compared OMol25 entry of this formula, charge and spin) comes out at 277.02 kJ/mol. The highest occupied orbital energy is -0.3125 hartree. The value obtained for the orbital gap is 9.27 eV. Its multiplicity is 1.


Entry 4:
C24H38ClCuN4O6 as an isolated structure, computed with wB97M-V/def2-TZVPD.

Structure (XYZ):
```
74
Properties=species:S:1:pos:R:3:lowdin_charge:R:1
O -0.568 -0.514 -3.683 0.0018
C 0.252 0.310 -3.244 -0.1579
C 1.728 0.218 -3.137 -0.1970
C 2.363 -0.907 -2.602 -0.0252
H 1.866 -1.458 -1.790 0.1195
C 3.651 -1.191 -3.068 -0.0608
H 4.098 -2.135 -2.777 0.1041
C 4.283 -0.290 -3.921 -0.0946
H 5.206 -0.591 -4.380 0.0925
C 3.726 0.947 -4.216 -0.0802
H 4.239 1.657 -4.871 0.1032
C 2.451 1.261 -3.732 -0.0313
H 2.036 2.271 -3.794 0.1235
H -0.178 1.273 -2.903 0.1161
C -0.648 3.333 -0.745 -0.1336
C 0.369 2.525 -0.044 -0.2864
H -0.213 4.165 -1.361 0.0823
H -1.395 3.750 -0.044 0.0743
H -1.196 2.726 -1.499 0.0560
C 1.693 2.573 -0.310 -0.1817
C 2.372 3.845 0.145 -0.1109
H 2.262 1.839 -0.887 0.0782
H 2.995 4.415 -0.570 0.0647
H 2.930 3.589 1.044 0.0387
H 1.530 4.494 0.483 0.0792
Cu 0.032 1.098 1.021 0.3463
Cl 1.450 2.370 3.179 -0.0743
C -0.979 0.823 3.613 -0.4220
O -1.637 0.783 2.580 -0.0344
N -1.169 0.081 4.710 -0.1933
C -2.398 -0.662 4.907 -0.0519
C -0.239 0.262 5.800 -0.0699
H -0.050 1.521 3.695 -0.1166
H -2.782 -0.970 3.945 0.0808
H -3.138 -0.042 5.425 0.0810
H -2.171 -1.528 5.535 0.0771
H 0.762 0.411 5.372 0.0692
H -0.263 -0.619 6.458 0.0791
H -0.487 1.175 6.373 0.0883
H -0.048 -4.509 -3.175 0.0872
H -0.697 -5.208 -0.706 0.0884
C 0.365 -3.609 -2.683 -0.0834
C -0.303 -4.224 -0.394 -0.0549
N -0.383 -3.259 -1.481 -0.1806
H 0.327 -2.772 -3.387 0.0645
C -1.511 -2.486 -1.591 -0.3144
O -2.236 -2.200 -0.648 0.0163
H -0.870 -3.849 0.466 0.0812
H -1.654 -2.110 -2.624 0.1178
H 1.415 -3.804 -2.419 0.0827
H 0.749 -4.363 -0.113 0.0789
H -5.506 2.116 0.390 0.0891
H -5.897 0.481 -1.675 0.0842
C -4.602 2.426 -0.151 -0.0416
C -4.958 0.898 -2.050 -0.0612
N -4.109 1.332 -0.962 -0.1858
H -3.833 2.721 0.563 0.0893
C -2.933 0.731 -0.696 -0.2558
O -2.099 1.159 0.122 -0.0501
H -4.438 0.135 -2.631 0.0875
H -2.754 -0.190 -1.254 0.1083
H -4.869 3.272 -0.795 0.0847
H -5.202 1.742 -2.701 0.0827
O 3.150 0.218 0.225 0.0182
C 2.503 -0.466 0.994 -0.5026
C 3.101 -1.612 1.798 -0.1063
C 1.918 -2.368 2.345 -0.1086
C 0.709 -1.536 1.932 -0.4814
O -0.467 -1.834 2.174 0.0197
N 1.149 -0.421 1.262 0.0704
H 3.741 -2.242 1.172 0.1074
H 3.690 -1.177 2.616 0.1210
H 1.838 -3.379 1.931 0.0989
H 1.934 -2.419 3.440 0.1149
```

Its total energy is -100910.5839 eV. The net charge is -1. The highest occupied orbital energy (spin up / spin down) is -0.1227 / -0.1445 hartree. The value obtained for the orbital gap (spin up / spin down) is 5.76 / 6.34 eV. Its multiplicity is 2.


Entry 5:
C10H10N2 in the gas phase, computed with wB97M-V/def2-TZVPD.

Structure (XYZ):
```
22
Properties=species:S:1:pos:R:3:nbo_charge:R:1
C -0.343 -0.241 2.319 -0.4548
C -0.017 2.262 2.071 -0.0779
C 0.415 3.041 1.061 -0.1097
C 0.132 1.109 0.194 0.3105
C 0.136 -0.005 -0.669 -0.0956
C 1.220 -0.285 -1.503 -0.1666
C 1.259 -1.423 -2.409 -0.1986
C 0.086 -2.277 -2.470 -0.1825
C -1.040 -1.921 -1.650 -0.2114
C -1.017 -0.837 -0.786 -0.2088
H 0.664 -0.697 2.636 0.2417
H -1.309 -0.815 1.919 0.2503
H -1.075 0.065 3.268 0.2142
H -0.337 2.518 3.135 0.2230
H 0.467 4.003 0.928 0.1948
H 2.130 0.395 -1.404 0.2327
H 1.975 -1.841 -2.958 0.2052
H 0.137 -3.043 -3.074 0.1914
H -1.875 -2.700 -1.613 0.2120
H -2.032 -0.629 -0.444 0.2204
N -0.132 1.031 1.560 -0.3616
N 0.555 2.291 -0.111 -0.4287
```

Its total energy is -13509.6790 eV. The relative energy (zero: lowest compared OMol25 entry of this formula, charge and spin) comes out at 329.62 kJ/mol. The highest occupied orbital energy is -0.3050 hartree. The value obtained for the orbital gap is 9.05 eV. Its multiplicity is 1.